Here is 5 unconnected molecules or ions with the total composition C5H19NO6 in a non-equilibrium geometry from the OMol25 dataset. Energies are from wB97M-V/def2-TZVPD.

Each line ends with the Löwdin charge.
CARTESIAN COORDINATES (ANGSTROEM)
C 0.54 1.29 2.97  -0.139
N -0.53 1.08 2.00  -0.117
C -0.61 2.12 0.98  -0.212
C -1.82 1.89 0.00  -0.131
C -1.40 1.16 -1.28  -0.112
C -0.76 -0.15 -0.99  -0.474
O 0.33 -0.54 -0.60  0.009
O -1.71 -1.14 -0.99  0.077
H 1.31 2.01 2.62  0.081
H 0.21 1.52 3.97  0.059
H 1.05 0.30 3.14  0.074
H -0.35 0.18 1.56  0.065
H 0.30 1.99 0.38  0.095
H -0.56 3.14 1.33  0.110
H -2.22 2.88 -0.17  0.100
H -2.63 1.26 0.34  0.109
H -2.25 1.08 -1.95  0.127
H -0.71 1.80 -1.80  0.095
H -1.32 -2.03 -0.76  0.073
O 1.70 -1.88 -2.46  -0.058
H 1.52 -2.63 -3.04  0.058
H 1.03 -1.26 -2.79  0.040
O 1.39 1.13 -2.26  -0.075
H 2.28 0.80 -2.50  0.055
H 1.46 0.81 -1.34  0.023
O 0.79 -2.29 1.79  -0.045
H 1.55 -2.01 1.25  0.062
H 1.07 -3.04 2.33  0.059
O -0.24 -3.33 -0.76  -0.062
H 0.63 -3.11 -1.12  0.028
H -0.05 -3.04 0.16  0.025

For the highest occupied orbital energy, the calculation gives -8.42 eV. The HOMO-LUMO gap comes out at 8.72 eV. The value obtained for the total energy is -19268.0269 eV. Its relative energy (zero: lowest compared OMol25 entry of this formula, charge and spin) is 167.63 kJ/mol. As for the SMILES: CNCCCC(=O)O.O.O.O.O.

Here is C5H2 in the gas phase in a non-equilibrium geometry from the OMol25 dataset. Energies are from wB97M-V/def2-TZVPD.

Each line ends with the Löwdin charge.
CARTESIAN COORDINATES (ANGSTROEM)
C -1.80 -0.83 0.09  0.043
C -1.41 0.61 -0.47  0.012
C -0.43 -0.71 0.13  -0.191
C -0.17 0.96 0.16  -0.024
C 0.94 0.00 0.07  -0.061
H 1.43 -0.17 0.94  0.073
H 1.43 0.15 -0.92  0.148

For the highest occupied orbital energy, the calculation gives -9.10 eV. The HOMO-LUMO gap comes out at 8.33 eV. The value obtained for the total energy is -5207.1066 eV. Its relative energy (zero: lowest compared OMol25 entry of this formula, charge and spin) is 319.94 kJ/mol.

Here is 2 unconnected molecules or ions with the total composition C5H2 in a non-equilibrium geometry from the OMol25 dataset. Energies are from wB97M-V/def2-TZVPD.

Each line ends with the Löwdin charge.
CARTESIAN COORDINATES (ANGSTROEM)
C 3.91 -0.18 0.17  0.113
C 2.73 -0.19 -0.27  -0.283
C -0.91 -1.16 0.02  0.175
C 0.18 -0.61 -0.02  -0.152
C 1.45 -0.02 -0.08  -0.138
H -1.90 -1.50 -0.06  0.042
H 1.16 1.58 0.35  0.242

For the highest occupied orbital energy, the calculation gives -9.69 eV. The HOMO-LUMO gap comes out at 7.56 eV. The value obtained for the total energy is -5207.8634 eV. Its relative energy (zero: lowest compared OMol25 entry of this formula, charge and spin) is 246.91 kJ/mol.

Here is a molecular structure, C5H20AlN10O5 in a non-equilibrium geometry from the OMol25 dataset. Energies are from wB97M-V/def2-TZVPD.

Each line ends with the Löwdin charge.
CARTESIAN COORDINATES (ANGSTROEM)
Al -23.51 4.41 -10.04  1.485
C -21.64 6.04 -13.35  -0.594
O -22.32 5.53 -12.43  -0.029
N -22.20 6.51 -14.49  0.214
N -20.30 6.03 -13.38  0.210
H -23.18 6.42 -14.71  0.100
H -21.62 7.13 -15.03  0.130
H -19.88 5.79 -12.50  0.091
H -19.78 6.56 -14.06  0.132
C -25.37 7.00 -12.31  -0.589
O -25.12 5.96 -11.65  -0.043
N -25.51 7.01 -13.64  0.218
N -25.43 8.21 -11.72  0.229
H -25.67 7.85 -14.17  0.139
H -25.39 6.15 -14.14  0.132
H -25.19 8.26 -10.74  0.132
H -25.89 8.99 -12.15  0.139
C -19.63 5.54 -9.46  -0.632
O -20.75 4.98 -9.42  -0.078
N -18.66 4.95 -10.23  0.201
N -19.32 6.70 -8.91  0.215
H -18.99 4.17 -10.77  0.122
H -17.73 5.33 -10.15  0.131
H -18.44 7.18 -9.05  0.135
H -19.93 6.94 -8.14  0.138
C -23.58 0.33 -9.97  -0.594
O -23.87 1.57 -9.98  -0.047
N -24.49 -0.63 -10.08  0.221
N -22.29 -0.05 -9.90  0.207
H -24.29 -1.62 -10.02  0.142
H -25.43 -0.33 -10.23  0.128
H -21.55 0.62 -9.81  0.125
H -22.16 -1.05 -9.91  0.131
C -27.47 3.54 -10.12  -0.585
O -26.24 3.70 -10.34  -0.023
N -28.18 4.28 -9.27  0.224
N -28.11 2.54 -10.76  0.213
H -27.72 5.00 -8.74  0.134
H -29.09 3.92 -9.04  0.135
H -27.64 1.88 -11.35  0.128
H -29.08 2.41 -10.51  0.132

For the highest occupied orbital energy, the calculation gives -18.47 eV. The HOMO-LUMO gap comes out at 3.55 eV. The value obtained for the total energy is -37218.6048 eV. Its total charge is +3. Its relative energy (zero: lowest compared OMol25 entry of this formula, charge and spin) is 179.22 kJ/mol.

Here is 6 unconnected molecules or ions with the total composition C5H20BrN10O5 in a non-equilibrium geometry from the OMol25 dataset. Energies are from wB97M-V/def2-TZVPD.

Each line ends with the Löwdin charge.
CARTESIAN COORDINATES (ANGSTROEM)
Br -2.55 1.75 -11.01  0.020
C -0.34 3.75 -8.16  -0.704
O 0.38 4.41 -7.42  0.004
N 0.14 2.79 -9.02  0.132
N -1.70 3.89 -8.21  0.143
H -0.49 2.30 -9.63  -0.045
H 1.12 2.73 -9.23  0.100
H -2.25 3.31 -8.83  -0.010
H -2.15 4.50 -7.56  0.096
C -0.84 -2.11 -10.39  -0.704
O -0.59 -3.30 -10.40  0.013
N -0.90 -1.36 -9.24  0.160
N -1.13 -1.39 -11.53  0.126
H -0.54 -1.69 -8.37  0.100
H -1.24 -0.41 -9.25  0.050
H -0.93 -1.88 -12.39  0.103
H -1.44 -0.44 -11.45  -0.061
C -5.02 -2.36 -10.34  -0.685
O -6.08 -2.95 -10.16  -0.013
N -3.95 -2.94 -10.96  0.170
N -4.84 -1.08 -9.91  0.153
H -3.94 -3.89 -11.27  0.103
H -3.09 -2.44 -11.06  0.048
H -5.70 -0.62 -9.67  0.098
H -4.01 -0.56 -10.11  0.002
C -0.24 5.02 -12.78  -0.683
O 0.33 5.82 -13.53  -0.015
N -0.36 5.25 -11.44  0.161
N -0.82 3.88 -13.26  0.147
H 0.02 6.12 -11.14  0.101
H -0.68 4.52 -10.83  0.048
H -1.23 3.18 -12.65  -0.046
H -0.76 3.73 -14.25  0.093
C -2.45 1.54 -15.29  -0.697
O -2.37 1.69 -16.50  0.006
N -3.47 1.97 -14.51  0.153
N -1.47 0.85 -14.59  0.142
H -4.23 2.49 -14.91  0.101
H -3.36 1.97 -13.50  -0.027
H -1.43 0.80 -13.59  0.025
H -0.72 0.47 -15.14  0.094

For the highest occupied orbital energy, the calculation gives -7.23 eV. The HOMO-LUMO gap comes out at 9.85 eV. The value obtained for the total energy is -100700.5641 eV. Its total charge is -1. Its relative energy (zero: lowest compared OMol25 entry of this formula, charge and spin) is 0.00 kJ/mol.

Here is 4 unconnected molecules or ions with the total composition C5H20N2O3 in a non-equilibrium geometry from the OMol25 dataset. Energies are from wB97M-V/def2-TZVPD.

Each line ends with the Löwdin charge.
CARTESIAN COORDINATES (ANGSTROEM)
N -0.44 1.33 1.65  -0.004
C -0.88 0.79 0.35  -0.536
C -0.21 1.55 -0.78  -0.139
C -0.50 -0.70 0.31  -0.251
N -1.13 -1.34 -0.84  -0.074
C -0.29 -2.39 -1.44  -0.302
C 0.81 -1.78 -2.29  -0.115
H -0.57 2.34 1.68  0.040
H -0.99 0.96 2.42  0.039
H -1.97 0.82 0.27  0.067
H -0.48 1.06 -1.72  0.056
H 0.87 1.55 -0.67  0.069
H -0.57 2.58 -0.85  0.030
H 0.58 -0.80 0.24  0.083
H -0.79 -1.15 1.27  0.104
H -2.03 -1.71 -0.60  0.081
H -0.94 -2.98 -2.09  0.101
H 0.11 -3.06 -0.68  0.104
H 1.54 -1.24 -1.69  0.061
H 1.36 -2.56 -2.82  0.063
H 0.44 -1.06 -3.02  0.066
H 2.51 -1.17 1.63  -0.010
H 2.89 -2.54 2.26  0.001
O 2.58 -2.14 1.46  -0.102
H -3.38 3.93 -0.41  -0.033
H -2.22 3.16 0.26  -0.059
O -2.78 3.94 0.38  -0.269
H 2.82 1.24 1.63  0.058
H 1.35 0.83 1.95  0.005
O 2.30 0.56 2.12  -0.134

For the highest occupied orbital energy (spin up / spin down), the calculation gives 0.93 / -5.93 eV. Its multiplicity is 2. The HOMO-LUMO gap (spin up / spin down) comes out at 2.34 / 9.10 eV. The value obtained for the total energy is -14631.4758 eV. Its total charge is -1. Its expectation value of S² is 0.750. Its relative energy (zero: lowest compared OMol25 entry of this formula, charge and spin) is 0.00 kJ/mol.